(1)
ORCA calculation (wB97M-V/def2-TZVPD) on a single C4H6N2O molecule.

The electronic energy comes out at -9268.8411 eV. For the strongest force on any atom, the calculation gives 1.38 eV/A. As for the HOMO energy (alpha / beta): -7.5 / -7.5 eV. The value obtained for the energy above the lowest of the compared OMol25 structures with the same formula, charge and spin is 107.5 kcal per mole.

Geometry (Å):
C -0.36365 0.99268 0.33721
C -0.08400 0.23426 -0.79383
C 0.80971 -0.82552 0.49055
C -0.54288 -0.02487 -2.00428
O -0.94100 2.19056 0.44745
N 0.30556 0.34480 1.30827
N 0.30952 -1.97960 0.84438
H -0.74807 2.58835 1.30807
H -0.04451 0.21031 2.25428
H 0.93340 -2.74606 0.60915
H 1.86223 -0.65448 0.23354
H 0.03278 -0.61745 -2.70549
H -1.52908 0.28700 -2.32930



(2)
ORCA calculation (wB97M-V/def2-TZVPD) on a molecular structure, C19H33Br15O10S2.

The electronic energy comes out at -1113016.7372 eV. For the strongest force on any atom, the calculation gives 3.05 eV/A. The expectation value of S² is 0.755. As for the HOMO energy (alpha / beta): -2.3 / -6.3 eV. As for the multiplicity: 2. Its net charge is -1.

Geometry (Å):
O -2.03168 1.43757 -2.00042
C -0.95407 1.18902 -1.45953
O -0.40390 -0.03987 -1.57427
C 0.56117 -0.33777 -0.62512
C 0.66895 0.90639 0.30116
C -0.31703 1.96675 -0.25775
H 1.52852 -0.46221 -1.11179
H 0.36100 -1.21334 -0.00753
H 1.64980 1.33456 0.09450
H 0.76585 0.59988 1.34267
H 0.11268 2.84152 -0.74584
H -1.14600 2.28860 0.37260
O -5.12297 -3.34282 -6.01117
C -4.70308 -2.34689 -5.53554
O -3.42080 -2.29240 -5.33816
C -3.11519 -1.22014 -4.53028
C -4.39732 -0.83933 -3.72155
C -5.45073 -1.27799 -4.78214
H -2.74871 -0.35584 -5.08415
H -2.29587 -1.59190 -3.91496
H -4.30852 0.19535 -3.39042
H -4.47322 -1.39329 -2.78588
H -5.86972 -0.48141 -5.39698
H -6.30079 -1.84531 -4.40312
O -3.94662 -2.83551 0.25738
S -2.59415 -3.11102 -0.26060
O -2.17442 -2.73353 -1.60767
O -1.46126 -2.53269 0.84527
C -1.74585 -2.63677 2.24531
C -0.41604 -2.70112 2.90948
C -2.19925 -4.92554 0.05347
H -2.38975 -3.47880 2.49923
H -2.53330 -1.97560 2.60708
H 0.41096 -2.22278 2.38471
H -0.15556 -3.74670 2.74507
H -0.43828 -2.53211 3.98607
H -1.12013 -5.07682 0.02669
H -2.78452 -5.47907 -0.68081
H -2.62951 -5.16382 1.02620
O 4.32867 -3.87446 1.57703
S 3.95982 -2.48375 1.41375
O 2.68692 -2.09204 1.93700
O 5.13066 -1.47595 1.99802
C 4.93308 -0.96728 3.34460
C 6.24626 -1.02675 4.08035
C 4.14871 -1.79678 -0.41108
H 4.22814 -1.65782 3.80755
H 4.55584 0.05535 3.34649
H 6.82514 -0.22866 3.61555
H 6.88120 -1.89442 3.90114
H 6.09603 -0.79046 5.13378
H 3.37951 -2.34832 -0.95168
H 5.20998 -2.02180 -0.51671
H 3.92959 -0.72914 -0.42594
C 0.33300 1.74251 4.33627
Br -1.55195 1.51993 3.80722
Br 1.45630 0.10633 4.29908
Br 0.27070 2.59756 6.16073
H 0.77794 2.42379 3.61104
C -4.23354 0.84237 1.55234
Br -5.03429 -0.55256 2.76322
Br -4.85178 2.62821 2.29690
Br -4.62640 0.68848 -0.41082
H -3.15863 0.70168 1.66576
C -1.40143 5.60468 -0.44785
Br -1.28672 7.17810 0.73816
Br -0.71563 5.94084 -2.33030
Br -3.04140 4.58788 -0.25377
H -0.55599 5.02493 -0.07742
C 3.09475 6.11625 -0.36513
Br 1.95359 4.49701 0.12747
Br 2.83723 6.26205 -2.36449
Br 4.89941 6.11664 0.34133
H 2.65643 7.01655 0.06549
C 3.54459 2.04890 -3.30459
Br 3.81728 -0.01289 -3.37056
Br 4.40986 2.72442 -1.60236
Br 1.51527 2.48866 -3.33159
H 3.94118 2.47272 -4.22719



(3)
ORCA calculation (wB97M-V/def2-TZVPD) on a molecular structure, C48H47AuBN8O5.

The electronic energy comes out at -77061.5548 eV. For the strongest force on any atom, the calculation gives 4.67 eV/A. As for the HOMO energy (alpha / beta): -9.5 / -9.4 eV. The value obtained for the energy above the lowest of the compared OMol25 structures with the same formula, charge and spin is 35.7 kcal per mole. Its net charge is +1.

Geometry (Å):
Au -0.34671 0.20867 -1.09121
C 4.86673 1.50532 0.53881
C 3.88904 0.74972 -0.29721
C 4.12945 -0.23178 -1.23878
C 2.86905 -0.60637 -1.72035
N 1.93534 0.10214 -1.09489
N 2.55344 0.92816 -0.21394
B 1.75959 1.89024 0.70119
N 0.81937 2.78241 -0.16402
N -0.05700 2.27425 -1.07272
C -0.68247 3.29024 -1.66744
C -0.20704 4.48680 -1.12037
C 0.74359 4.12655 -0.18597
C 1.59813 5.00973 0.66050
C -1.68067 3.13758 -2.73665
C -1.61726 2.10202 -3.66304
C -2.57615 1.98751 -4.65424
C -3.61100 2.90956 -4.73381
C -3.67555 3.95182 -3.82232
C -2.71362 4.06590 -2.83046
N 0.96208 1.10098 1.76670
N 0.01063 0.20134 1.41641
C -0.44691 -0.33730 2.54152
C 0.21567 0.22562 3.64683
C 1.10556 1.13526 3.11239
C 2.09009 2.00652 3.82127
C -1.48886 -1.38027 2.55024
C -2.49811 -1.40407 1.59074
C -3.46124 -2.40318 1.61365
C -3.42827 -3.38567 2.59314
C -2.42730 -3.36427 3.55550
C -1.46417 -2.36735 3.53496
C 2.51902 -1.65307 -2.69490
C 3.21788 -2.85762 -2.69071
C 2.85965 -3.87895 -3.55751
C 1.80555 -3.70287 -4.44284
C 1.11554 -2.49780 -4.46420
C 1.47154 -1.47848 -3.59566
H 5.87579 1.18081 0.29395
H 4.79960 2.57858 0.36164
H 4.70005 1.33205 1.60222
H 5.08851 -0.60656 -1.55297
H 2.52236 2.60377 1.27642
H -0.47480 5.48710 -1.41385
H 1.37591 6.05020 0.43287
H 1.42413 4.84370 1.72421
H 2.65678 4.83653 0.47041
H -0.80221 1.38902 -3.62033
H -2.51624 1.17825 -5.36989
H -4.36260 2.81617 -5.50594
H -4.48120 4.67166 -3.87696
H -2.77814 4.87224 -2.10939
H 0.05975 0.01031 4.69057
H 2.00763 1.84281 4.89388
H 3.11316 1.78159 3.51972
H 1.91936 3.06510 3.62140
H -2.54279 -0.63142 0.83272
H -4.24662 -2.40225 0.86810
H -4.18242 -4.16126 2.61183
H -2.39433 -4.12694 4.32246
H -0.67603 -2.36517 4.27832
H 4.02401 -3.00736 -1.98236
H 3.39729 -4.81735 -3.53419
H 1.52576 -4.50088 -5.11736
H 0.30579 -2.34957 -5.16693
H 0.94715 -0.53062 -3.62599
O -4.84957 1.19482 -1.28881
C -3.75278 1.38656 -0.78830
O -2.65713 0.79042 -0.99520
C -3.66954 2.57340 0.19024
C -2.48250 2.76537 0.98060
C -2.32846 3.80024 1.87224
C -3.41403 4.65566 1.95475
O -3.56285 5.72943 2.71415
C -4.86582 6.27122 2.46184
O -5.46053 5.43462 1.47091
C -4.60004 4.46691 1.17410
C -4.74933 3.42622 0.28376
H -1.69709 2.03477 0.86021
H -1.43998 3.93143 2.47268
H -4.76701 7.28350 2.07591
H -5.45523 6.23120 3.37569
H -5.63702 3.25631 -0.30898
C 4.36982 -5.20670 0.39114
C 3.18345 -5.42143 1.32007
N 2.05291 -4.54219 1.01149
C 1.78057 -3.45348 1.94718
C 2.81636 -2.33361 1.91094
C 1.31259 -4.88183 -0.07235
O 1.51750 -5.90267 -0.70999
C 0.18599 -3.99152 -0.53309
C -0.98909 -4.57442 -0.99303
C -1.98555 -3.77074 -1.52053
C -1.77595 -2.40688 -1.59922
N -0.63108 -1.85796 -1.18329
C 0.32521 -2.62788 -0.65767
H 5.20307 -5.83816 0.70066
H 4.70243 -4.16734 0.41258
H 4.10147 -5.46980 -0.63101
H 3.46521 -5.22368 2.35494
H 2.84190 -6.45416 1.25246
H 1.76103 -3.88736 2.95053
H 0.77981 -3.06626 1.76915
H 3.80231 -2.70555 2.19426
H 2.53419 -1.54688 2.61390
H 2.90724 -1.89042 0.91766
H -1.09838 -5.64968 -0.94158
H -2.91674 -4.18782 -1.87549
H -2.52455 -1.72661 -1.98649
H 1.22691 -2.11687 -0.36414



(4)
ORCA calculation (wB97M-V/def2-TZVPD) on a single C4H8OS molecule.

The electronic energy comes out at -17157.6347 eV. For the strongest force on any atom, the calculation gives 3.73 eV/A. As for the HOMO energy: -8.6 eV. The value obtained for the energy above the lowest of the compared OMol25 structures with the same formula, charge and spin is 64.9 kcal per mole. As for the SMILES: COCC(C)=S.

Geometry (Å):
C 0.69690 1.03040 1.90673
C -0.75209 0.94975 0.16874
C -0.49071 -0.44986 -0.45819
C -1.68640 -0.81237 -1.20327
H 0.07590 1.69322 2.67139
H 1.91931 1.30262 2.04735
H 0.40627 -0.12871 1.88236
H -1.68976 0.90217 0.85029
H -0.94909 1.49580 -0.73593
H -1.82380 0.05570 -1.96684
H -2.55902 -1.14593 -0.56766
H -1.57070 -1.66834 -1.77379
O 0.40637 1.49153 0.63159
S 1.02085 -1.17164 -0.62150